No. 1
{
  "formula": "C44H60N4O7P3Rb",
  "method": "the ωB97M-V functional and the def2-TZVPD basis",
  "symbols": ["Rb", "N", "C", "C", "C", "C", "C", "C", "P", "C", "C", "C", "C", "C", "C", "C", "C", "C", "C", "C", "C", "H", "H", "H", "H", "H", "H", "H", "H", "H", "H", "H", "H", "H", "H", "H", "H", "N", "C", "O", "C", "C", "H", "H", "H", "H", "H", "H", "C", "C", "C", "C", "N", "C", "C", "C", "C", "C", "C", "N", "H", "H", "H", "H", "H", "H", "H", "H", "C", "C", "C", "O", "P", "O", "C", "P", "O", "O", "C", "C", "C", "O", "C", "C", "C", "O", "C", "C", "C", "H", "H", "H", "H", "H", "H", "H", "H", "H", "H", "H", "H", "H", "H", "H", "H", "H", "H", "H", "H", "H", "H", "H", "H", "H", "H", "H", "H", "H", "H"],
  "xyz": [[0.44980, 0.14435, -0.53533], [-1.12181, -0.06102, 1.82460], [-2.05219, 0.69561, 2.52317], [-2.76539, 0.12657, 3.57753], [-3.72253, 0.84758, 4.26491], [-3.96914, 2.16149, 3.91234], [-3.26084, 2.74075, 2.87360], [-2.29817, 2.03181, 2.16311], [-1.23642, 2.80787, 0.86639], [-2.29825, 2.90419, -0.59682], [-3.74010, 2.46780, -0.64889], [-4.53268, 3.50144, -1.40242], [-3.96737, 4.27175, -2.35880], [-2.56701, 4.30174, -2.55843], [-1.76756, 3.69467, -1.60084], [-1.42950, 4.55320, 1.46716], [-0.47128, 5.08540, 2.32238], [-0.57976, 6.38965, 2.77514], [-1.65189, 7.17574, 2.38587], [-2.61853, 6.65139, 1.54228], [-2.50023, 5.35582, 1.07648], [-0.82994, -0.90043, 2.30987], [-0.31353, 0.47265, 1.51579], [-2.56092, -0.89757, 3.86113], [-4.25389, 0.39453, 5.09001], [-4.70754, 2.73797, 4.44888], [-3.46116, 3.77112, 2.62036], [-4.13117, 2.37323, 0.37231], [-5.59131, 3.57253, -1.19221], [-4.58844, 4.93884, -2.94387], [-2.14265, 4.92306, -3.33266], [-0.69847, 3.89418, -1.58420], [0.36251, 4.46745, 2.63035], [0.17094, 6.79774, 3.43890], [-1.73070, 8.19735, 2.73093], [-3.46953, 7.25378, 1.25136], [-3.24549, 4.96019, 0.40043], [-2.35435, 1.69026, -3.75615], [-1.74676, 1.02796, -2.73461], [-0.53649, 0.84640, -2.73241], [-2.65192, 0.34984, -1.72987], [-3.93998, 1.06750, -1.34285], [-1.71245, 2.20138, -4.34808], [-3.19609, 2.20713, -3.54302], [-2.04577, 0.14677, -0.84294], [-2.92513, -0.61027, -2.17990], [-4.48936, 0.41239, -0.66050], [-4.56204, 1.20341, -2.23211], [2.32303, 0.89095, 4.75854], [3.34669, 1.83377, 4.72959], [3.66107, 2.43308, 3.53138], [2.95103, 2.08749, 2.36538], [1.95257, 1.18602, 2.41092], [1.66884, 0.62126, 3.56581], [3.25386, 2.68921, 1.07390], [4.37530, 3.51931, 0.88845], [4.60389, 4.09161, -0.34123], [3.71351, 3.83071, -1.38068], [2.64767, 2.97950, -1.11766], [2.41864, 2.41999, 0.05367], [2.04059, 0.39554, 5.67428], [3.88423, 2.09200, 5.63151], [4.44320, 3.17470, 3.50412], [0.86673, -0.10473, 3.55013], [5.06714, 3.70294, 1.69521], [5.46135, 4.73266, -0.49504], [3.85097, 4.27223, -2.35558], [1.92726, 2.74254, -1.89515], [4.09941, -2.79533, -3.40073], [3.04710, -1.81022, -2.90210], [3.67901, -0.59213, -2.25107], [2.13872, -2.48486, -2.02080], [2.24535, -2.69358, -0.46167], [1.93604, -1.59300, 0.45276], [1.11157, -4.11888, -0.32469], [-0.41727, -3.47078, -1.08129], [-0.54461, -2.02255, -1.11965], [-0.54020, -4.06284, -2.55762], [-1.09216, -5.33283, -2.91684], [-0.34755, -6.49138, -2.27089], [-1.04244, -5.41696, -4.43631], [-1.54131, -4.21336, -0.19880], [-2.88837, -3.71908, -0.32881], [-3.82458, -4.91020, -0.17682], [-3.15264, -2.65388, 0.72190], [3.73732, -3.27626, -0.28240], [4.26752, -3.53817, 1.02378], [5.42831, -4.51029, 0.83576], [4.71461, -2.25573, 1.71309], [4.70602, -2.32581, -4.17052], [3.62057, -3.67507, -3.82393], [4.73875, -3.10736, -2.57922], [2.41336, -1.49924, -3.74245], [4.23946, -0.90194, -1.36944], [2.91076, 0.11958, -1.95138], [4.35546, -0.11147, -2.95552], [0.92196, -4.37006, 0.71529], [1.51302, -4.97409, -0.85899], [-2.13788, -5.35237, -2.58464], [0.69443, -6.49119, -2.58166], [-0.80033, -7.42977, -2.58097], [-0.40155, -6.41704, -1.18811], [-0.01019, -5.43387, -4.77357], [-1.52994, -4.54999, -4.87032], [-1.54347, -6.31958, -4.77577], [-2.99581, -3.27193, -1.32630], [-3.70394, -5.34429, 0.81226], [-3.59973, -5.67298, -0.91765], [-4.85351, -4.58771, -0.30523], [-2.96156, -3.05663, 1.71377], [-4.18641, -2.32432, 0.66427], [-2.50301, -1.80062, 0.54975], [3.48330, -4.00808, 1.63222], [6.21409, -4.03351, 0.25418], [5.09793, -5.40124, 0.30739], [5.82942, -4.79945, 1.80336], [5.53582, -1.79754, 1.16675], [5.04630, -2.48541, 2.72299], [3.88781, -1.55268, 1.76074]],
  "atomic_forces_ev_per_a": [[0.79, 2.02, -0.14], [0.49, -0.44, -0.21], [-0.52, 0.52, 0.44], [0.03, -0.19, -0.09], [0.07, 0.04, 0.01], [-0.18, 0.07, 0.05], [-0.03, -0.16, 0.08], [0.25, -0.20, -0.09], [-0.84, 0.82, -0.23], [0.50, -0.44, 0.42], [-0.11, -0.15, -0.30], [-0.29, 0.10, 0.24], [-0.15, 0.00, 0.08], [0.54, 0.46, -0.14], [-0.22, 0.05, -0.05], [0.34, -0.06, 0.09], [-0.11, -0.04, -0.08], [0.10, 0.14, 0.16], [0.02, 0.10, 0.05], [-0.02, 0.09, 0.07], [0.12, -0.05, -0.08], [-0.05, 0.07, -0.07], [-0.37, 0.16, 0.92], [0.05, -0.14, 0.02], [-0.04, -0.07, 0.03], [-0.08, 0.07, 0.04], [0.02, 0.01, 0.00], [-0.03, -0.05, -0.17], [-0.16, 0.07, 0.02], [-0.11, 0.05, -0.04], [0.10, 0.10, -0.04], [0.10, 0.07, -0.04], [0.12, -0.05, 0.04], [0.07, 0.02, 0.03], [0.00, 0.06, 0.06], [0.00, 0.02, -0.06], [-0.06, -0.07, -0.15], [0.13, -0.42, -0.03], [-0.83, 0.07, -0.46], [0.45, 0.09, -0.88], [0.00, 0.08, 0.21], [0.16, 0.01, 0.20], [-0.10, -0.01, 0.18], [-0.02, -0.01, 0.02], [-0.38, -0.11, -0.17], [0.12, -0.10, 0.04], [-0.10, -0.10, -0.07], [-0.07, -0.03, 0.06], [0.33, 0.36, -0.11], [-0.39, -0.43, 0.19], [-0.17, 0.05, -0.65], [-0.36, -0.68, 1.47], [0.46, 0.43, -0.51], [-0.07, -0.27, 0.51], [0.38, 0.69, -1.47], [-0.44, -0.43, 0.36], [-0.29, 0.00, -0.58], [0.24, 0.02, 0.39], [0.05, 0.28, -0.44], [0.35, -0.13, 0.80], [-0.06, -0.05, 0.04], [0.02, 0.03, 0.02], [0.03, 0.04, -0.03], [-0.09, -0.04, 0.04], [0.01, 0.02, 0.04], [0.01, 0.02, -0.01], [-0.05, -0.01, -0.08], [-0.01, 0.03, -0.10], [-0.32, 0.08, 0.15], [0.58, 0.28, -0.74], [-0.33, -0.20, 0.04], [-0.03, -0.12, 0.59], [0.96, -1.41, -0.09], [0.57, -0.61, 0.52], [-0.08, 1.06, -0.28], [-1.05, -1.82, -0.02], [-0.34, -0.38, -0.10], [0.33, 0.36, 0.45], [-0.23, -0.63, -0.29], [-0.14, 0.30, 0.00], [-0.06, 0.20, 0.39], [1.01, 0.11, -0.35], [-0.93, 0.14, 0.10], [0.37, 0.22, -0.17], [0.24, -0.07, -0.34], [-0.68, 0.30, -0.54], [0.51, -0.10, 0.64], [-0.45, 0.16, -0.04], [-0.27, -0.12, -0.18], [0.06, 0.06, -0.07], [-0.03, -0.08, -0.06], [0.10, -0.02, 0.04], [0.09, -0.04, 0.22], [0.12, 0.12, 0.04], [0.14, 0.11, -0.02], [0.00, 0.05, 0.01], [-0.03, 0.05, 0.10], [-0.02, 0.00, -0.09], [0.13, 0.05, -0.04], [0.15, -0.01, -0.06], [-0.03, -0.09, 0.00], [-0.01, -0.14, 0.13], [0.15, -0.03, -0.05], [-0.09, 0.07, -0.10], [-0.04, -0.08, -0.04], [-0.06, -0.08, 0.08], [-0.03, -0.05, 0.13], [-0.04, -0.12, -0.07], [-0.12, 0.02, 0.01], [-0.02, -0.07, 0.15], [-0.12, 0.05, 0.02], [0.00, 0.12, 0.09], [0.03, -0.03, -0.08], [0.08, 0.05, -0.04], [0.00, -0.10, -0.02], [0.06, -0.02, 0.08], [0.12, 0.03, -0.07], [0.07, -0.01, 0.09], [-0.01, 0.10, 0.07]],
  "orbital_gap_ev": 4.4,
  "e_lumo_ha": -0.001,
  "de_lowest_kcal_mol": 36.1,
  "multiplicity": 1
}

No. 2
{
  "formula": "C44H61CsN10S3Te",
  "method": "the ωB97M-V functional and the def2-TZVPD basis",
  "symbols": ["Cs", "N", "C", "C", "N", "C", "C", "N", "C", "C", "N", "H", "H", "H", "H", "H", "H", "H", "H", "H", "H", "H", "H", "H", "H", "H", "H", "H", "H", "C", "C", "C", "C", "C", "C", "C", "C", "S", "C", "N", "C", "C", "C", "C", "C", "C", "C", "C", "H", "H", "H", "H", "H", "H", "H", "H", "H", "H", "H", "H", "H", "H", "H", "H", "S", "C", "N", "C", "C", "S", "H", "H", "H", "H", "H", "C", "N", "C", "N", "C", "N", "C", "N", "C", "C", "H", "H", "H", "H", "H", "H", "H", "H", "H", "H", "H", "H", "Te", "C", "C", "C", "C", "C", "C", "C", "C", "C", "C", "C", "C", "H", "H", "H", "H", "H", "H", "H", "H", "H", "H"],
  "xyz": [[-0.15853, -1.03749, -0.62613], [-0.55071, 0.20747, -4.18918], [-1.71211, -0.35589, -4.88344], [-2.97405, 0.16162, -4.21632], [-3.15079, -0.35631, -2.85312], [-3.70590, -1.71052, -2.96123], [-4.04276, -2.44310, -1.67543], [-2.88700, -2.63030, -0.81298], [-4.00051, 0.52997, -2.05185], [-3.68410, 0.56285, -0.55842], [-2.46626, 1.33486, -0.27181], [0.28461, -0.33837, -4.36522], [-0.75075, 0.15124, -3.19503], [-1.70719, -1.45131, -4.89990], [-1.70841, -0.01842, -5.92270], [-3.84670, -0.07729, -4.84509], [-2.89566, 1.24817, -4.16496], [-2.99403, -2.32073, -3.52127], [-4.63304, -1.67596, -3.56131], [-4.51264, -3.38725, -1.98437], [-4.80871, -1.89130, -1.12226], [-2.12979, -3.16148, -1.25609], [-3.14835, -3.14909, 0.01496], [-5.06340, 0.26942, -2.18303], [-3.88455, 1.54629, -2.43729], [-3.51929, -0.44487, -0.18144], [-4.56368, 0.96909, -0.04223], [-2.23358, 1.21938, 0.71067], [-2.64831, 2.32591, -0.40129], [3.82316, -0.96179, 5.81926], [2.57261, -1.76248, 5.43073], [2.26300, -2.77369, 6.54502], [1.39696, -0.79187, 5.32134], [2.81124, -2.54138, 4.13469], [3.96923, -3.33433, 4.01925], [4.20312, -4.14360, 2.92637], [3.25051, -4.17751, 1.91406], [3.19459, -5.13208, 0.47377], [1.61896, -4.45757, 0.08985], [1.20574, -3.56416, 0.94355], [2.10075, -3.39382, 1.99341], [1.88796, -2.56510, 3.10067], [0.89780, -4.90832, -1.11861], [1.30267, -6.12160, -1.69515], [0.68300, -6.59228, -2.83563], [-0.34483, -5.83858, -3.39394], [-0.72869, -4.64567, -2.79409], [-0.14338, -4.10549, -1.63224], [3.62330, -0.38190, 6.72271], [4.10925, -0.26735, 5.02817], [4.67790, -1.60611, 6.02422], [2.09787, -2.25169, 7.49033], [3.08419, -3.47868, 6.68398], [1.36373, -3.34490, 6.30655], [1.25844, -0.28439, 6.27777], [0.46222, -1.29912, 5.07852], [1.57193, -0.02106, 4.56781], [4.69888, -3.32951, 4.81787], [5.09843, -4.74903, 2.87200], [0.97529, -1.98056, 3.14049], [2.09223, -6.71686, -1.24611], [0.98883, -7.53106, -3.27938], [-0.84304, -6.18809, -4.29242], [-1.54432, -4.10418, -3.27895], [-1.61945, -0.81593, 2.66737], [-2.12139, -2.39637, 2.51423], [-1.46531, -3.39154, 1.94381], [-1.99496, -4.73680, 2.10610], [-3.48834, -4.57908, 2.37431], [-3.65781, -2.94678, 3.16123], [-0.53977, -3.27634, 1.50707], [-1.49794, -5.22136, 2.95197], [-1.79903, -5.31980, 1.20612], [-3.86815, -5.35113, 3.03806], [-4.07107, -4.59117, 1.45319], [2.98518, 1.00726, 0.62837], [1.57870, 1.42915, 0.65756], [1.50473, 2.80360, 0.15170], [2.33008, 3.73009, 0.93101], [3.71338, 3.24898, 0.88876], [3.84675, 1.88835, 1.41653], [3.34743, 1.88109, 2.79471], [1.95562, 2.33137, 2.88862], [1.13880, 1.44520, 2.05876], [1.87354, 3.68194, 2.32374], [3.33054, 1.00726, -0.40869], [3.06176, -0.00912, 1.02600], [0.46498, 3.13447, 0.18883], [1.83110, 2.81892, -0.89049], [4.34096, 3.91979, 1.47920], [4.06240, 3.26383, -0.14598], [3.97502, 2.53391, 3.40511], [3.41452, 0.86295, 3.18299], [0.09851, 1.77726, 2.10004], [1.18970, 0.42892, 2.45554], [2.49063, 4.35465, 2.92329], [0.83721, 4.02463, 2.36685], [-0.94562, 3.23353, -2.81804], [-0.25955, 4.34685, -4.47679], [0.26668, 3.63224, -5.55035], [0.72566, 4.30764, -6.67205], [0.66417, 5.69305, -6.73020], [0.13676, 6.40108, -5.66112], [-0.32738, 5.73320, -4.53454], [-1.17322, 4.86987, -1.50098], [-2.44452, 5.24450, -1.07453], [-2.60052, 6.26147, -0.14006], [-1.48788, 6.91702, 0.36470], [-0.21767, 6.55509, -0.06447], [-0.05953, 5.53257, -0.98831], [0.31917, 2.55006, -5.50400], [1.13606, 3.74694, -7.50259], [1.02453, 6.21801, -7.60536], [0.08087, 7.48178, -5.70039], [-0.74261, 6.29716, -3.70957], [-3.31805, 4.74983, -1.48255], [-3.59326, 6.54367, 0.18683], [-1.60915, 7.70978, 1.09166], [0.65626, 7.05850, 0.32900], [0.93713, 5.24716, -1.30032]],
  "atomic_forces_ev_per_a": [[-0.04, 0.11, -0.04], [-0.04, -0.02, 0.01], [0.03, -0.01, -0.02], [-0.02, 0.01, 0.00], [-0.01, 0.00, 0.01], [-0.01, 0.01, -0.01], [0.00, 0.01, 0.02], [-0.02, 0.02, -0.03], [0.00, -0.01, 0.00], [0.00, -0.01, 0.00], [-0.03, 0.03, -0.01], [0.00, 0.00, -0.01], [0.05, 0.02, -0.05], [0.01, 0.00, -0.01], [0.01, 0.00, 0.00], [-0.01, 0.01, 0.01], [0.00, 0.00, -0.01], [0.00, -0.01, 0.00], [0.00, 0.00, 0.00], [0.00, 0.00, -0.01], [0.00, 0.00, 0.00], [-0.01, -0.03, 0.04], [0.01, 0.01, 0.01], [0.00, 0.00, -0.01], [0.00, 0.00, 0.01], [0.01, 0.01, 0.00], [0.00, 0.00, 0.00], [-0.01, -0.03, 0.01], [0.00, 0.00, -0.01], [-0.02, 0.00, 0.01], [0.03, 0.01, -0.03], [-0.01, 0.00, 0.00], [0.00, 0.00, -0.02], [0.00, -0.01, -0.01], [-0.01, -0.01, -0.03], [0.00, 0.03, 0.04], [0.06, -0.01, 0.02], [0.00, 0.00, 0.00], [0.00, 0.04, -0.08], [0.03, 0.00, 0.03], [-0.02, -0.02, 0.00], [-0.03, 0.03, 0.03], [-0.01, 0.05, 0.05], [0.05, -0.04, 0.01], [-0.03, 0.02, -0.02], [0.04, 0.00, 0.02], [0.02, -0.01, -0.02], [-0.11, 0.00, 0.04], [0.00, 0.00, 0.00], [0.00, 0.01, -0.01], [0.00, 0.00, 0.01], [0.00, -0.01, 0.00], [0.01, 0.00, -0.01], [0.00, 0.00, 0.00], [0.00, 0.00, 0.00], [-0.01, 0.01, 0.01], [0.00, -0.01, 0.00], [0.00, 0.00, 0.00], [0.00, 0.00, 0.00], [0.00, 0.00, 0.01], [0.00, 0.00, -0.01], [0.00, 0.00, 0.00], [0.00, 0.00, 0.00], [-0.01, -0.01, 0.00], [0.04, 0.02, -0.03], [0.00, -0.03, 0.02], [-0.11, -0.06, -0.03], [0.04, 0.00, 0.05], [-0.06, 0.02, -0.03], [0.00, -0.03, 0.02], [0.08, 0.00, 0.00], [-0.01, -0.01, -0.01], [0.01, 0.02, -0.02], [0.00, -0.01, 0.00], [0.01, -0.02, 0.00], [0.03, -0.01, -0.02], [0.03, 0.00, 0.02], [0.01, 0.03, -0.01], [-0.01, -0.02, 0.00], [0.01, 0.00, 0.00], [-0.02, -0.02, 0.01], [0.01, 0.01, 0.01], [0.00, 0.01, -0.04], [-0.01, -0.06, 0.03], [0.00, 0.01, 0.00], [0.01, 0.00, 0.00], [-0.01, 0.00, 0.00], [0.00, 0.00, 0.00], [0.00, 0.00, 0.00], [0.00, 0.00, 0.00], [0.00, 0.00, 0.00], [0.00, 0.00, 0.00], [0.00, -0.01, 0.01], [-0.01, 0.00, 0.00], [0.01, 0.00, 0.00], [0.00, 0.00, 0.00], [0.00, 0.00, 0.00], [0.01, 0.01, 0.01], [0.02, -0.02, 0.01], [0.02, 0.03, 0.01], [-0.02, -0.03, 0.00], [0.00, 0.01, -0.02], [-0.01, 0.00, 0.03], [-0.01, -0.02, -0.05], [0.00, -0.03, 0.00], [0.00, 0.02, 0.01], [-0.01, -0.01, -0.01], [0.00, 0.01, 0.01], [0.02, -0.01, -0.01], [-0.02, 0.02, 0.01], [0.00, 0.00, 0.00], [0.00, 0.00, 0.00], [0.00, 0.00, 0.00], [0.00, 0.00, 0.00], [0.00, 0.01, 0.02], [0.00, -0.01, 0.00], [0.00, 0.00, 0.00], [0.00, 0.00, 0.00], [0.00, 0.00, 0.00], [0.01, -0.01, 0.00]],
  "orbital_gap_ev": 7.0,
  "e_lumo_ha": 0.008,
  "de_lowest_kcal_mol": 4.2,
  "multiplicity": 1
}